# 1
{
  "formula": "CH3FIP",
  "method": "ωB97M-V/def2-TZVPD",
  "total_energy_ev": -21191.6827,
  "de_lowest_ev": 0.946,
  "smiles": "C=PF.I",
  "total_charge": 0,
  "homo_lumo_gap_ev": 10.0,
  "species": ["C", "P", "F", "H", "H", "I", "H"],
  "xyz": [[1.603149, -0.370280, 0.144074], [0.686086, 0.729446, 0.981213], [0.613187, 1.925383, -0.127564], [1.809038, -0.141943, -0.985311], [1.955861, -1.172762, 0.574587], [-3.564530, -0.657045, 0.453113], [-3.102793, -0.312796, -1.040109]],
  "atomic_forces_ev_per_a": [[-2.07, 5.31, -3.79], [0.84, -0.04, -1.05], [-0.36, -0.35, 0.47], [-0.14, -0.58, 2.34], [1.71, -4.35, 2.02], [-0.01, -0.01, 0.08], [0.03, 0.02, -0.08]]
}



# 2
{
  "formula": "CH3FN2",
  "method": "ωB97M-V/def2-TZVPD",
  "total_energy_ev": -6782.5188,
  "de_lowest_ev": 0.374,
  "smiles": "N#CN.F",
  "total_charge": 0,
  "homo_lumo_gap_ev": 10.9,
  "species": ["N", "C", "N", "H", "H", "F", "H"],
  "xyz": [[0.629556, -0.806380, 0.568992], [0.392891, 0.255654, 0.189601], [0.072517, 1.468064, -0.027227], [-0.947822, 1.760481, 0.079431], [0.533723, 2.324549, -0.322423], [-0.704695, -2.760296, -0.296266], [0.023830, -2.242073, -0.192108]],
  "atomic_forces_ev_per_a": [[0.47, -0.22, -0.33], [1.12, -1.53, 1.06], [-4.08, 4.64, -0.65], [1.81, -1.21, -0.04], [1.04, -1.23, 0.02], [-2.08, -1.84, -0.65], [1.72, 1.39, 0.59]]
}



# 3
{
  "formula": "CH3FN2O",
  "method": "ωB97M-V/def2-TZVPD",
  "total_energy_ev": -8828.6430,
  "de_lowest_ev": 1.625,
  "smiles": "NC(=O)NF",
  "total_charge": 0,
  "homo_lumo_gap_ev": 11.2,
  "species": ["N", "C", "O", "N", "F", "H", "H", "H"],
  "xyz": [[1.207082, 0.412473, -0.040433], [-0.133062, 0.510716, -0.055836], [-0.766385, 1.553498, 0.033789], [-0.677446, -0.794084, 0.036721], [-2.132825, -0.822898, 0.035564], [1.501873, -0.560162, 0.055175], [1.543334, 1.300858, 0.454366], [-0.542571, -1.600400, -0.519346]],
  "atomic_forces_ev_per_a": [[0.65, 1.59, 0.33], [-1.89, 0.79, 0.24], [0.62, -1.67, -0.22], [-3.40, 0.45, 1.10], [1.71, 0.56, 0.00], [0.90, 1.05, 0.58], [0.31, -2.39, -1.01], [1.10, -0.39, -1.02]]
}



# 4
{
  "formula": "CH3FN2O2",
  "method": "ωB97M-V/def2-TZVPD",
  "total_energy_ev": -10872.6673,
  "de_lowest_ev": 2.560,
  "smiles": "C=NF.O=NO",
  "total_charge": 0,
  "homo_lumo_gap_ev": 11.0,
  "species": ["C", "N", "F", "H", "H", "O", "N", "O", "H"],
  "xyz": [[1.793081, -1.080310, -0.044128], [1.118814, -0.111462, 0.431870], [1.689416, 0.332904, 1.638546], [2.712290, -1.321069, 0.320259], [1.153982, -1.363868, -0.902212], [-2.430315, 2.098947, -0.387172], [-2.259370, 1.150321, -1.105484], [-1.888148, 0.010497, -0.488898], [-1.889751, 0.284039, 0.537220]],
  "atomic_forces_ev_per_a": [[-4.27, 2.51, -1.39], [0.17, -0.65, 0.69], [0.35, 0.22, -0.12], [2.35, -1.33, 0.80], [1.40, -0.72, 0.08], [0.33, -1.84, -0.67], [-0.22, 1.40, 0.09], [-0.36, 1.33, 3.08], [0.26, -0.91, -2.55]]
}



# 5
{
  "formula": "CH3FN2P2",
  "method": "ωB97M-V/def2-TZVPD",
  "total_energy_ev": -25360.3532,
  "de_lowest_ev": 0.000,
  "smiles": "C/N=P/N=P\\F",
  "total_charge": 0,
  "homo_lumo_gap_ev": 7.4,
  "species": ["C", "N", "P", "N", "P", "F", "H", "H", "H"],
  "xyz": [[-1.906720, 0.040438, -0.028729], [-0.467307, -0.040921, -0.116416], [0.681640, 0.979912, 0.251906], [2.096216, 0.495103, -0.397506], [3.369326, -0.449106, -0.493322], [3.082386, -1.443103, 0.764225], [-2.352827, -0.486429, -0.887694], [-2.322802, 1.040436, -0.183081], [-2.179908, -0.136332, 1.090614]],
  "atomic_forces_ev_per_a": [[-0.01, 1.09, 1.58], [1.95, 0.78, -0.38], [-2.68, -0.11, 0.44], [3.38, -2.27, -1.48], [-3.61, 1.41, 1.75], [0.82, 0.07, -0.80], [-0.09, -0.75, 1.11], [0.39, 0.46, 0.04], [-0.17, -0.68, -2.24]]
}



# 6
{
  "formula": "CH3FNO",
  "method": "ωB97M-V/def2-TZVPD",
  "total_energy_ev": -7335.0135,
  "multiplicity": 3,
  "de_lowest_ev": 1.079,
  "total_charge": -1,
  "homo_lumo_gap_ev": [6.2, 8.3],
  "species": ["C", "N", "O", "F", "H", "H", "H"],
  "xyz": [[0.181666, 0.058394, 0.087962], [1.129174, 1.021534, 0.806938], [2.148613, 1.446055, -0.295395], [0.132129, 2.377943, 1.228695], [0.735298, -0.898692, -0.260052], [-0.692495, -0.122305, 0.691962], [-0.078852, 0.476742, -0.804683]],
  "atomic_forces_ev_per_a": [[3.23, -1.08, 1.89], [4.08, -2.18, -6.08], [-3.14, -1.77, 3.92], [-2.25, 2.67, 1.20], [-0.77, 1.03, 1.03], [-0.08, -0.18, 0.37], [-1.07, 1.51, -2.33]]
}



# 7
{
  "formula": "CH3FNO2S",
  "method": "ωB97M-V/def2-TZVPD",
  "total_energy_ev": -20221.8090,
  "de_lowest_ev": 2.965,
  "smiles": "N[S@@](=O)([O-])=CF",
  "total_charge": -1,
  "homo_lumo_gap_ev": 7.4,
  "species": ["N", "S", "O", "O", "C", "F", "H", "H", "H"],
  "xyz": [[-0.614922, -0.990268, 0.956494], [1.131694, -0.481320, 0.045951], [1.970128, -0.434149, 1.229231], [1.490058, -1.449293, -1.008684], [0.675275, 1.065271, -0.846443], [0.932104, 2.080286, 0.144611], [-1.324030, -1.276464, 0.336346], [-0.376466, -1.809916, 1.480208], [1.473997, 1.182380, -1.552374]],
  "atomic_forces_ev_per_a": [[3.10, 1.65, -0.35], [-2.00, -0.37, -0.78], [-0.25, -0.01, -0.27], [-0.67, 0.48, 1.21], [-0.52, -0.82, 2.05], [-0.28, 0.08, -0.27], [-0.74, -0.19, -1.51], [0.53, -0.52, 0.39], [0.82, -0.30, -0.46]]
}



# 8
{
  "formula": "CH3FO2",
  "method": "ωB97M-V/def2-TZVPD",
  "total_energy_ev": -7894.1847,
  "de_lowest_ev": 4.073,
  "smiles": "OOCF",
  "total_charge": 0,
  "homo_lumo_gap_ev": 11.2,
  "species": ["O", "O", "C", "F", "H", "H", "H"],
  "xyz": [[-1.142013, -0.846007, 0.461309], [-0.584634, -0.049514, -0.551023], [0.616733, 0.477015, -0.097424], [1.493845, -0.482591, 0.213314], [-1.909453, -1.124778, -0.063212], [0.990980, 0.941617, -1.049356], [0.534540, 1.084260, 1.086393]],
  "atomic_forces_ev_per_a": [[-0.87, -0.50, 0.36], [1.22, 1.06, -0.48], [-0.73, 1.60, 2.11], [0.94, -1.33, 0.11], [-0.04, -0.26, 0.58], [-0.35, 0.57, 1.33], [-0.17, -1.14, -4.01]]
}



# 9
{
  "formula": "CH3FO2S",
  "method": "ωB97M-V/def2-TZVPD",
  "total_energy_ev": -18732.2765,
  "de_lowest_ev": 0.228,
  "smiles": "CS(=O)(=O)F",
  "total_charge": 0,
  "homo_lumo_gap_ev": 12.8,
  "species": ["C", "S", "O", "O", "F", "H", "H", "H"],
  "xyz": [[0.960647, -0.082151, 0.065445], [-0.886413, -0.166886, 0.081393], [-1.388952, -0.624579, 1.318493], [-1.382602, -0.601815, -1.202454], [-1.162819, 1.525191, -0.006903], [1.207002, -0.826460, -0.746766], [1.030460, 0.985159, -0.479503], [1.622676, -0.208461, 0.970292]],
  "atomic_forces_ev_per_a": [[-0.23, 1.62, -2.69], [0.52, 2.07, -1.50], [-0.30, -0.01, 0.24], [0.80, 0.25, 1.65], [0.40, -2.49, 0.52], [-0.11, 0.66, 1.04], [0.42, -2.38, 1.50], [-1.50, 0.27, -0.75]]
}



# 10
{
  "formula": "CH3FOS",
  "method": "ωB97M-V/def2-TZVPD",
  "total_energy_ev": -16681.8950,
  "multiplicity": 3,
  "de_lowest_ev": 0.225,
  "total_charge": 0,
  "homo_lumo_gap_ev": [9.2, 8.4],
  "species": ["C", "O", "F", "S", "H", "H", "H"],
  "xyz": [[0.399558, 0.010425, 0.374669], [1.143598, 0.375823, -0.692381], [-2.138217, -0.882037, -0.478130], [-1.259561, 0.695623, 0.318403], [0.346154, -0.958555, 0.787363], [0.787012, 0.779528, 1.168710], [0.721459, -0.020805, -1.478637]],
  "atomic_forces_ev_per_a": [[0.05, 4.14, 3.43], [0.04, -0.94, -2.29], [0.27, -0.04, 0.01], [-0.94, 0.13, -0.39], [0.33, -1.51, -0.18], [-0.29, -1.95, -0.66], [0.53, 0.17, 0.09]]
}



Repeat the fourth record exactly.
{
  "formula": "CH3FN2O2",
  "method": "ωB97M-V/def2-TZVPD",
  "total_energy_ev": -10872.6673,
  "de_lowest_ev": 2.560,
  "smiles": "C=NF.O=NO",
  "total_charge": 0,
  "homo_lumo_gap_ev": 11.0,
  "species": ["C", "N", "F", "H", "H", "O", "N", "O", "H"],
  "xyz": [[1.793081, -1.080310, -0.044128], [1.118814, -0.111462, 0.431870], [1.689416, 0.332904, 1.638546], [2.712290, -1.321069, 0.320259], [1.153982, -1.363868, -0.902212], [-2.430315, 2.098947, -0.387172], [-2.259370, 1.150321, -1.105484], [-1.888148, 0.010497, -0.488898], [-1.889751, 0.284039, 0.537220]],
  "atomic_forces_ev_per_a": [[-4.27, 2.51, -1.39], [0.17, -0.65, 0.69], [0.35, 0.22, -0.12], [2.35, -1.33, 0.80], [1.40, -0.72, 0.08], [0.33, -1.84, -0.67], [-0.22, 1.40, 0.09], [-0.36, 1.33, 3.08], [0.26, -0.91, -2.55]]
}